[1]
# C24H48O24

8 unconnected molecules or ions with the total composition C24H48O24 at a distorted geometry (the ωB97M-V functional and the def2-TZVPD basis, the OMol25 dataset).

Structure (XYZ):
```
96
Properties=species:S:1:pos:R:3:mulliken_charge:R:1
C -0.242 0.753 -2.294 -0.4659
O 0.038 0.012 -1.148 -0.1843
C 0.497 0.552 -0.044 0.6391
O 1.144 1.599 0.038 -0.6141
O 0.163 -0.219 1.026 -0.2046
C 0.717 0.032 2.244 0.0833
H -0.705 1.732 -2.169 0.2234
H -0.865 0.326 -3.079 0.0106
H 0.687 0.856 -2.856 0.3524
H 0.365 -0.696 2.975 -0.3781
H 0.305 0.987 2.571 0.1619
H 1.802 -0.049 2.312 0.3476
C -3.209 -5.533 2.193 -0.7855
O -2.112 -4.717 2.468 -0.2556
C -1.084 -4.625 1.629 0.8110
O -0.866 -5.319 0.670 -0.6424
O -0.261 -3.846 2.136 -0.1778
C 0.917 -3.301 1.489 -0.3028
H -3.323 -6.380 2.870 0.2596
H -3.094 -5.976 1.204 0.3707
H -4.138 -4.984 2.344 0.2260
H 0.760 -2.951 0.468 0.2971
H 1.659 -4.088 1.356 0.3842
H 1.251 -2.513 2.165 -0.2145
C 0.063 -4.464 5.618 -0.3621
O 0.667 -3.238 5.921 -0.3210
C 0.054 -2.153 5.568 0.9235
O -1.057 -2.152 4.964 -0.6108
O 0.695 -1.101 5.925 -0.3301
C 0.212 0.248 5.957 -0.6171
H -0.128 -4.589 4.552 -0.0377
H -0.941 -4.611 6.015 0.3023
H 0.715 -5.267 5.963 0.2688
H 1.067 0.865 6.234 0.3066
H -0.537 0.591 6.671 0.3253
H -0.162 0.644 5.013 0.1944
C -1.066 2.930 -8.833 -0.6802
O -0.154 3.060 -7.698 -0.3471
C 0.922 2.275 -7.620 0.8919
O 1.228 1.451 -8.455 -0.5796
O 1.628 2.483 -6.402 -0.3346
C 2.700 1.626 -6.010 -0.5714
H -1.648 2.012 -8.754 0.2568
H -0.605 2.914 -9.821 0.3070
H -1.774 3.733 -9.037 0.3074
H 3.356 2.390 -5.594 0.2815
H 3.091 1.038 -6.840 0.3157
H 2.309 0.968 -5.234 0.1541
C -0.156 4.615 2.134 -0.2494
O -0.992 5.488 2.917 -0.2618
C -0.563 6.495 3.688 0.7576
O 0.642 6.691 3.987 -0.5995
O -1.666 7.112 4.095 -0.3008
C -1.613 8.142 5.091 -0.6873
H 0.670 5.088 1.604 0.3575
H -0.848 4.151 1.432 -0.0997
H 0.296 3.921 2.844 0.2480
H -2.232 9.021 4.914 0.2750
H -0.632 8.618 5.090 0.3220
H -1.861 7.786 6.091 0.2679
C -3.333 3.190 -0.574 -0.2315
O -4.404 2.353 -0.292 -0.3478
C -4.191 1.199 0.315 0.7325
O -3.113 0.655 0.504 -0.4490
O -5.421 0.745 0.627 -0.3497
C -5.594 -0.155 1.708 -0.6948
H -3.666 4.165 -0.931 0.2637
H -2.731 2.695 -1.336 0.0886
H -2.787 3.303 0.362 0.1141
H -6.680 -0.219 1.783 0.2597
H -5.338 0.444 2.581 0.3538
H -5.211 -1.173 1.631 0.2612
C 8.044 -2.803 1.207 -0.7107
O 6.800 -2.403 1.658 -0.2805
C 6.365 -2.783 2.863 0.6856
O 6.940 -3.301 3.847 -0.5776
O 5.061 -2.448 2.860 -0.2027
C 4.337 -2.423 4.064 -0.5397
H 8.488 -2.250 0.380 0.2748
H 8.076 -3.865 0.967 0.3028
H 8.812 -2.697 1.974 0.3149
H 3.997 -3.417 4.357 0.2966
H 3.367 -1.942 3.941 0.0403
H 4.961 -2.071 4.885 0.3929
C 0.100 -1.200 -8.837 -0.4818
O -0.916 -1.644 -7.936 -0.3850
C -0.994 -1.357 -6.663 0.8074
O -0.084 -0.767 -6.018 -0.5859
O -2.215 -1.755 -6.306 -0.3077
C -2.787 -1.354 -5.058 -0.6934
H 0.255 -1.980 -9.583 0.2901
H 1.074 -1.177 -8.349 0.2760
H -0.372 -0.312 -9.258 0.1806
H -2.433 -1.894 -4.180 0.2996
H -3.854 -1.500 -4.890 0.3339
H -2.637 -0.293 -4.862 0.2542
```

Output
ΔE to the lowest compared entry with this formula, charge and spin: 522.5 kJ/mol
Highest occupied orbital energy: -10.388 eV
Kohn-Sham gap: 10.8 eV
LUMO energy: 0.42 eV
Structure (SMILES): COC(=O)OC.COC(=O)OC.COC(=O)OC.COC(=O)OC.COC(=O)OC.COC(=O)OC.COC(=O)OC.COC(=O)OC


[2]
# C24H48O6

6 unconnected molecules or ions with the total composition C24H48O6 at a distorted geometry (the ωB97M-V functional and the def2-TZVPD basis, the OMol25 dataset).

Structure (XYZ):
```
78
Properties=species:S:1:pos:R:3:mulliken_charge:R:1
C 0.621 -0.953 0.099 -0.7999
C -0.384 -0.360 1.087 0.5143
C -1.407 0.195 0.113 -0.7230
O -0.629 0.813 -0.895 -0.4192
C 0.569 0.060 -1.064 0.5261
H 0.280 -1.940 -0.221 0.2580
H 1.635 -1.058 0.487 0.4335
H 0.072 0.485 1.616 -0.0111
H -0.734 -1.046 1.854 -0.2200
H -2.089 0.919 0.559 0.4003
H -2.007 -0.620 -0.319 0.1665
H 1.419 0.741 -1.047 -0.4591
H 0.578 -0.471 -2.019 0.1751
C -5.815 0.857 -1.190 -0.4995
C -4.925 -0.153 -1.946 0.3983
C -4.870 0.401 -3.382 -0.5561
O -5.827 1.472 -3.445 -0.4244
C -5.881 2.026 -2.153 -0.4745
H -5.432 1.135 -0.209 0.3035
H -6.786 0.388 -1.034 0.2593
H -5.398 -1.134 -1.923 0.3021
H -3.930 -0.269 -1.519 -0.5016
H -5.209 -0.335 -4.109 0.3178
H -3.894 0.802 -3.664 0.3084
H -6.773 2.638 -2.013 0.3542
H -5.025 2.702 -1.985 0.2630
C -0.004 -5.092 2.141 -0.5381
C 1.059 -5.226 3.201 -0.5686
C 0.256 -5.124 4.508 -0.4420
O -0.999 -4.512 4.174 -0.4879
C -1.022 -4.180 2.802 0.4789
H -0.481 -6.056 1.931 0.2686
H 0.309 -4.752 1.151 0.3483
H 1.853 -4.474 3.167 0.2302
H 1.619 -6.162 3.130 0.3660
H 0.795 -4.504 5.225 0.2276
H 0.052 -6.114 4.918 0.3642
H -0.729 -3.125 2.681 -0.6071
H -2.021 -4.262 2.373 0.3876
C -0.425 -0.186 4.709 -0.4237
C 0.238 1.043 5.340 -0.5990
C 1.555 0.460 5.904 -0.5296
O 1.576 -0.919 5.577 -0.4644
C 0.761 -1.094 4.420 0.6141
H -1.059 0.065 3.860 0.3097
H -1.039 -0.719 5.438 0.3587
H -0.431 1.489 6.073 0.3354
H 0.476 1.782 4.574 0.2432
H 1.626 0.558 6.986 0.3018
H 2.408 0.949 5.421 0.2763
H 0.489 -2.145 4.345 -0.5189
H 1.366 -0.804 3.548 0.1312
C 0.338 1.538 -4.137 0.3134
C 0.939 2.532 -5.152 -0.5687
C 0.810 1.810 -6.512 -0.4283
O 0.535 0.442 -6.202 -0.4411
C -0.257 0.452 -5.020 -0.3798
H -0.459 2.028 -3.580 0.2984
H 1.117 1.166 -3.483 -0.3017
H 1.970 2.838 -4.986 0.2339
H 0.364 3.459 -5.222 0.3287
H 1.738 1.797 -7.083 0.2842
H 0.013 2.224 -7.138 0.2598
H -0.158 -0.546 -4.590 0.2508
H -1.309 0.610 -5.283 0.2103
C 3.378 2.844 -1.017 -0.1206
C 4.606 3.773 -1.108 -0.6252
C 5.722 2.957 -0.464 -0.4825
O 5.424 1.610 -0.829 -0.4749
C 4.016 1.455 -0.814 -0.2431
H 2.782 2.902 -1.924 -0.0182
H 2.815 3.178 -0.146 0.3096
H 4.461 4.769 -0.693 0.3838
H 4.877 3.939 -2.155 0.2270
H 5.763 3.051 0.627 0.2672
H 6.691 3.204 -0.894 0.3263
H 3.659 1.031 0.135 0.1692
H 3.776 0.743 -1.605 0.2671
```

Output
ΔE to the lowest compared entry with this formula, charge and spin: 168.7 kJ/mol
Highest occupied orbital energy: -9.678 eV
Kohn-Sham gap: 10.2 eV
LUMO energy: 0.50 eV
Structure (SMILES): C1CCOC1.C1CCOC1.C1CCOC1.C1CCOC1.C1CCOC1.C1CCOC1


[3]
# C24H49ClN6O8P

5 unconnected molecules or ions with the total composition C24H49ClN6O8P (the ωB97M-V functional and the def2-TZVPD basis, the OMol25 dataset).

Structure (XYZ):
```
89
Properties=species:S:1:pos:R:3:mulliken_charge:R:1
C -4.134 3.530 2.293 -0.7629
C -2.727 2.990 2.479 -0.4035
O -2.681 1.703 1.918 -0.2606
C -1.398 1.321 1.440 -0.4880
C -1.558 0.236 0.350 -0.2305
O -2.896 0.185 -0.110 -0.2534
C -3.051 -0.023 -1.493 -0.6409
C -4.409 0.548 -1.893 -0.0184
O -4.214 1.581 -2.861 -0.3808
C -5.106 2.647 -2.737 -0.3591
C -4.433 3.968 -2.471 0.3674
C -5.121 4.884 -1.679 -0.4575
C -4.619 6.146 -1.366 0.1451
P -5.675 7.272 -0.350 0.0572
N -5.255 8.733 -1.106 -0.5909
O -4.903 7.300 1.103 -0.4507
C -3.368 6.466 -1.861 -0.1154
N -2.703 5.587 -2.632 0.0057
C -3.193 4.374 -2.954 0.3364
Cl -2.215 3.446 -3.981 -0.1215
H -4.336 3.729 1.242 0.0206
H -4.844 2.769 2.608 0.2109
H -4.287 4.437 2.873 0.4677
H -2.509 2.945 3.548 0.2378
H -2.024 3.667 1.989 0.3180
H -0.851 0.888 2.270 0.2823
H -0.852 2.184 1.056 0.3456
H -0.867 0.426 -0.470 0.1463
H -1.320 -0.724 0.804 0.2668
H -2.282 0.502 -2.064 0.3261
H -2.967 -1.084 -1.742 0.3078
H -5.011 -0.250 -2.323 0.2382
H -4.870 0.932 -0.989 0.0526
H -5.813 2.532 -1.920 0.1277
H -5.708 2.757 -3.647 0.4067
H -6.089 4.621 -1.270 0.3360
H -4.395 9.151 -0.759 0.2345
H -5.996 9.403 -0.943 0.2892
H -3.960 7.108 1.019 0.3611
H -2.884 7.412 -1.682 0.3974
H -1.795 5.842 -3.000 0.2774
C 3.487 -1.026 2.362 -1.3579
C 2.310 -0.640 1.509 0.8587
O 1.245 -0.257 1.978 -0.5868
N 2.477 -0.741 0.163 -0.0467
C 3.662 -1.185 -0.550 -0.7509
H 3.220 -0.903 3.407 0.3061
H 3.763 -2.063 2.192 0.2999
H 4.345 -0.393 2.143 0.3684
H 1.667 -0.475 -0.371 0.1462
H 4.019 -0.394 -1.212 0.2832
H 3.425 -2.062 -1.156 0.2869
H 4.453 -1.446 0.146 0.1766
C 6.112 -5.136 1.453 -1.2759
C 6.494 -3.679 1.356 0.7719
O 5.960 -2.817 2.045 -0.6668
N 7.465 -3.351 0.470 -0.1379
C 8.198 -4.245 -0.411 -0.6115
H 5.331 -5.238 2.200 0.3156
H 5.737 -5.501 0.496 0.3376
H 6.967 -5.743 1.748 0.3520
H 7.684 -2.368 0.450 0.2430
H 9.265 -4.186 -0.186 0.2831
H 8.046 -3.945 -1.450 0.2849
H 7.873 -5.270 -0.286 0.1165
C -8.539 0.829 0.167 -1.5890
C -7.630 1.949 0.605 0.7722
O -6.772 2.417 -0.145 -0.4419
N -7.775 2.428 1.854 -0.1132
C -8.718 2.006 2.877 -0.9724
H -8.292 0.559 -0.855 0.2887
H -8.403 -0.046 0.803 0.4249
H -9.581 1.143 0.205 0.4238
H -7.131 3.171 2.081 0.1983
H -9.348 2.847 3.167 0.3267
H -8.176 1.657 3.756 0.3061
H -9.349 1.204 2.514 0.3599
C 10.611 -8.284 0.323 -1.3494
C 9.468 -7.892 -0.582 0.8256
O 8.421 -7.439 -0.141 -0.6597
N 9.639 -8.061 -1.917 -0.1557
C 10.801 -8.580 -2.617 -0.8531
H 10.319 -8.091 1.350 0.2932
H 10.840 -9.345 0.217 0.3821
H 11.502 -7.700 0.094 0.3721
H 8.839 -7.784 -2.464 0.2312
H 11.183 -7.831 -3.311 0.2888
H 10.526 -9.470 -3.185 0.2966
H 11.587 -8.842 -1.918 0.3195
```

Output
Highest occupied orbital energy: -10.576 eV
Charge: +1
Kohn-Sham gap: 6.8 eV
LUMO energy: -3.81 eV


[4]
# C24H49ClN8O2

6 unconnected molecules or ions with the total composition C24H49ClN8O2 at a distorted geometry (the ωB97M-V functional and the def2-TZVPD basis, the OMol25 dataset).

Structure (XYZ):
```
84
Properties=species:S:1:pos:R:3:mulliken_charge:R:1
C -3.663 0.954 2.923 -0.8578
C -2.828 2.130 3.356 0.5172
O -3.200 3.209 3.639 -0.3812
N -1.341 1.799 3.468 0.3264
H -1.288 1.003 4.113 0.4161
H -0.973 1.415 2.567 -0.1619
C -0.526 2.918 4.010 -0.8529
H -4.570 1.393 2.509 0.3541
H -3.969 0.388 3.805 0.5017
H -3.141 0.356 2.177 0.0386
H -0.526 3.731 3.294 0.3378
H 0.478 2.581 4.247 0.3559
H -0.996 3.234 4.938 0.3926
C -4.929 -0.012 -1.526 -1.2049
C -4.246 1.143 -0.880 0.7175
O -4.644 1.807 0.010 -0.3809
N -2.849 1.469 -1.413 0.1284
H -2.168 0.876 -0.901 0.0099
H -2.784 1.191 -2.393 0.4269
C -2.479 2.928 -1.296 -0.7008
H -4.988 0.002 -2.610 0.4342
H -5.928 -0.062 -1.089 0.3757
H -4.483 -0.935 -1.129 0.2182
H -2.839 3.399 -2.208 0.4026
H -1.395 2.970 -1.293 0.1584
H -2.960 3.337 -0.417 0.3400
C 5.398 -2.435 -3.983 -1.0761
C 5.346 -1.672 -2.669 -0.5643
N 3.992 -1.128 -2.439 0.2034
C 2.956 -1.793 -1.804 -0.8162
C 1.856 -1.050 -2.034 -0.1116
N 2.176 -0.099 -2.970 0.2822
C 3.498 -0.108 -3.122 -0.2200
C 1.226 0.831 -3.570 -0.8041
H 5.320 -1.756 -4.830 0.3529
H 4.632 -3.213 -4.003 0.3187
H 6.333 -2.986 -4.080 0.3996
H 6.040 -0.831 -2.720 0.2922
H 5.663 -2.277 -1.824 0.4029
H 3.142 -2.729 -1.308 0.5012
H 0.832 -1.167 -1.727 0.4273
H 4.061 0.621 -3.682 0.4731
H 0.798 1.548 -2.875 0.1222
H 0.358 0.228 -3.848 0.4198
H 1.665 1.230 -4.478 0.3429
C 2.420 2.883 -1.182 -0.4705
C 2.887 3.928 -0.189 -0.9955
N 3.592 3.305 0.940 0.2784
C 3.090 2.337 1.795 -0.4271
C 4.174 1.781 2.390 -0.5235
N 5.292 2.432 1.947 0.0997
C 4.898 3.379 1.102 -0.0082
C 6.698 2.055 2.172 -0.8123
H 1.604 2.240 -0.838 -0.0152
H 3.293 2.278 -1.437 0.2281
H 2.078 3.352 -2.105 0.5544
H 2.105 4.553 0.244 0.3534
H 3.544 4.632 -0.697 0.3967
H 2.088 1.953 1.670 0.4050
H 4.249 0.958 3.080 0.4673
H 5.556 4.043 0.565 0.4225
H 7.313 2.949 2.195 0.3556
H 7.010 1.324 1.433 0.3282
H 6.753 1.578 3.150 0.3315
C -6.009 -5.376 0.151 -1.3738
C -5.690 -4.290 1.166 -0.2124
N -4.292 -3.813 1.122 0.2402
C -3.794 -2.742 1.824 -0.8217
C -2.476 -2.629 1.514 -0.3724
N -2.216 -3.603 0.586 0.1634
C -3.321 -4.315 0.374 -0.1325
C -0.926 -3.845 -0.055 -0.8659
H -6.061 -4.886 -0.825 0.3704
H -6.974 -5.843 0.318 0.3675
H -5.255 -6.160 0.150 0.3847
H -5.808 -4.657 2.190 0.3656
H -6.397 -3.465 1.085 0.3753
H -4.380 -2.261 2.588 0.5791
H -1.757 -1.902 1.849 0.6096
H -3.371 -5.209 -0.222 0.3565
H -0.309 -2.954 -0.084 0.2277
H -1.086 -4.247 -1.053 0.3777
H -0.406 -4.629 0.499 0.3569
Cl -0.173 0.432 0.654 -0.8217
```

Output
ΔE to the lowest compared entry with this formula, charge and spin: 0.0 kJ/mol
Highest occupied orbital energy: -19.424 eV
Charge: +4
Kohn-Sham gap: 10.2 eV
LUMO energy: -9.18 eV


[5]
# C24H49ClNO2

2 unconnected molecules or ions with the total composition C24H49ClNO2 at a distorted geometry (the ωB97M-V functional and the def2-TZVPD basis, the OMol25 dataset).

Structure (XYZ):
```
77
Properties=species:S:1:pos:R:3:lowdin_spin:R:1
C -3.266 -1.515 -6.640 0.0000
C -2.657 -1.460 -5.230 0.0000
C -1.330 -0.688 -5.185 0.0000
C -0.219 -1.361 -4.359 0.0000
C 0.092 -0.634 -3.043 0.0000
C 1.032 -1.434 -2.136 0.0000
C 0.847 -1.232 -0.632 0.0000
C -0.553 -1.499 -0.088 0.0000
C -0.624 -1.164 1.415 0.0000
C -0.778 0.346 1.685 0.0004
C 0.430 0.935 2.409 0.0010
C 0.359 2.439 2.766 0.0012
Cl 1.270 2.593 4.348 0.0007
C 1.132 3.223 1.698 0.0167
C 0.952 4.748 1.664 0.0263
C 1.436 5.270 0.296 -0.0009
C 1.767 5.488 2.728 0.0023
N -0.506 5.060 1.770 0.3778
O -1.122 4.868 0.661 0.5224
C -1.252 4.498 2.933 0.0258
C -2.747 4.791 2.690 -0.0011
C -0.877 5.186 4.253 0.0029
C -1.060 2.966 2.946 0.0170
H -4.306 -1.834 -6.591 0.0000
H -2.723 -2.250 -7.234 0.0000
H -3.199 -0.546 -7.129 0.0000
H -2.497 -2.488 -4.901 0.0000
H -3.383 -1.026 -4.542 0.0000
H -1.503 0.307 -4.772 0.0000
H -0.973 -0.541 -6.204 0.0000
H -0.510 -2.383 -4.105 0.0000
H 0.706 -1.439 -4.932 0.0000
H 0.541 0.332 -3.284 0.0000
H -0.860 -0.431 -2.551 0.0000
H 2.055 -1.134 -2.379 0.0000
H 0.967 -2.498 -2.371 0.0000
H 1.506 -1.948 -0.131 0.0000
H 1.184 -0.240 -0.320 0.0000
H -0.845 -2.537 -0.252 0.0000
H -1.293 -0.877 -0.592 0.0000
H -1.461 -1.699 1.861 0.0000
H 0.298 -1.525 1.875 0.0000
H -0.988 0.875 0.752 0.0000
H -1.658 0.492 2.314 0.0002
H 0.627 0.336 3.295 0.0001
H 1.308 0.808 1.769 0.0002
H 0.842 2.826 0.725 0.0022
H 2.194 3.017 1.835 0.0012
H 0.959 6.215 0.058 -0.0003
H 2.510 5.448 0.357 -0.0004
H 1.274 4.550 -0.500 -0.0003
H 1.520 5.211 3.744 0.0000
H 2.823 5.289 2.571 -0.0004
H 1.593 6.561 2.628 0.0013
H -2.845 5.820 2.340 -0.0001
H -3.302 4.711 3.619 -0.0004
H -3.168 4.157 1.919 -0.0004
H -0.714 6.249 4.066 0.0016
H -1.703 5.115 4.955 -0.0004
H 0.014 4.791 4.720 0.0000
H -1.701 2.574 2.164 0.0021
H -1.444 2.603 3.901 0.0013
C 2.501 -7.422 -0.963 0.0000
C 2.743 -6.005 -0.474 0.0000
O 1.568 -5.224 -0.359 0.0000
C 0.579 -5.710 0.530 0.0000
C 1.042 -5.844 1.970 0.0000
H 1.989 -7.412 -1.926 0.0000
H 3.453 -7.941 -1.082 0.0000
H 1.895 -8.001 -0.265 0.0000
H 3.364 -5.471 -1.194 0.0000
H 3.294 -6.015 0.474 0.0000
H 0.172 -6.661 0.166 0.0000
H -0.230 -4.981 0.477 0.0000
H 1.843 -6.577 2.079 0.0000
H 0.211 -6.166 2.599 0.0000
H 1.409 -4.887 2.344 0.0000
```

Output
Highest occupied orbital energy (spin up / spin down): -8.333 / -9.441 eV
Kohn-Sham gap (spin up / spin down): 9.1 / 9.9 eV
LUMO energy (spin up / spin down): 0.79 / 0.42 eV
Multiplicity: 2